[1]
{
  "formula": "C3H3F4NO",
  "method": "ωB97M-V/def2-TZVPD",
  "elements": ["C", "N", "C", "F", "F", "H", "H", "H", "O", "C", "F", "F"],
  "coordinates": [[-1.77159, -0.13988, 1.20208], [-1.44601, 0.18727, -0.13464], [-0.56948, 0.99196, -0.51568], [0.40050, 1.55570, 0.24866], [-0.39560, 1.38893, -1.75690], [-1.47261, -1.20096, 1.37313], [-1.26602, 0.63851, 1.73488], [-2.93839, 0.11117, 1.18572], [1.23049, -1.07956, -0.28862], [2.24769, -0.89631, -0.80583], [3.44893, -0.85831, -0.18646], [2.53210, -0.69854, -2.05632]],
  "nbo_charge": [-0.4342, -0.5059, 0.9345, -0.3381, -0.2936, 0.2271, 0.1950, 0.2150, -0.5303, 1.1377, -0.3220, -0.2853],
  "smiles": "CN=C(F)F.O=C(F)F",
  "multiplicity": 1,
  "fmax_ev_per_a": 4.023,
  "e_above_lowest_ev": 0.000,
  "homo_lumo_gap_ev": 10.94,
  "homo_ev": -10.27
}

---

[2]
{
  "formula": "C3H3F4NO3",
  "method": "ωB97M-V/def2-TZVPD",
  "elements": ["C", "C", "C", "N", "O", "O", "O", "F", "F", "F", "F", "H", "H", "H"],
  "coordinates": [[-1.25664, 0.33643, 0.24192], [0.12892, -0.04877, -0.19182], [1.32309, 0.85010, 0.02269], [0.56063, -1.34968, 0.33249], [0.48184, -1.23087, 1.52563], [0.86243, -2.26030, -0.33935], [-2.18331, -0.64261, 0.00084], [0.25647, -0.17738, -2.06773], [1.95815, 0.66213, 1.16587], [0.99039, 2.16298, -0.04192], [2.18118, 0.60376, -0.94565], [-1.67381, 1.36567, -0.07795], [-1.15097, 0.33996, 1.38455], [-2.47837, -0.61143, -1.00957]],
  "nbo_charge": [-0.1480, 0.3911, 0.9096, 0.4981, -0.3473, -0.2539, -0.6934, -0.4586, -0.2867, -0.3115, -0.2783, 0.2303, 0.2540, 0.4945],
  "multiplicity": 1,
  "fmax_ev_per_a": 4.787,
  "e_above_lowest_ev": 2.638,
  "homo_lumo_gap_ev": 10.90,
  "homo_ev": -12.13
}

---

[3]
{
  "formula": "C3H3F7IO8P2S2",
  "method": "ωB97M-V/def2-TZVPD",
  "elements": ["O", "S", "O", "P", "P", "O", "O", "O", "O", "S", "O", "O", "C", "F", "F", "C", "F", "F", "C", "F", "F", "F", "H", "H", "H", "I"],
  "coordinates": [[-1.95276, 0.76815, 1.68793], [-1.06569, 0.35850, 0.53097], [-2.08675, 0.34577, -0.84377], [-3.63129, -0.47711, -0.49892], [-4.49700, -0.97871, -2.46595], [-3.25385, -0.95848, -3.49103], [-5.62418, 0.21310, -3.02680], [-5.16330, -2.60858, -2.54395], [0.12753, 1.55506, 0.18745], [1.34380, 1.67061, 1.35852], [2.11748, 2.94575, 1.07001], [0.74151, 1.85419, 2.73269], [2.44867, 0.16538, 1.47977], [1.87290, -1.01696, 0.95691], [2.63904, -0.09867, 2.86955], [3.88501, 0.31816, 0.78483], [4.24282, -0.99099, 0.33639], [3.90071, 1.12548, -0.35131], [5.06234, 0.72115, 1.82176], [5.48348, -0.40952, 2.55292], [4.73575, 1.79839, 2.63257], [6.14924, 1.14477, 1.01609], [-3.41311, -1.71241, 0.21546], [-5.69428, 0.05762, -4.00213], [-5.19673, -2.93676, -1.61720], [-3.17135, -2.85390, -3.39275]],
  "nbo_charge": [-0.9033, 1.5382, -1.0107, 0.1793, 1.5352, -1.0146, -0.9446, -1.0702, -0.8379, 2.0970, -0.8706, -0.8504, 0.4191, -0.2979, -0.3061, 0.5697, -0.3148, -0.2828, 0.9360, -0.3053, -0.2925, -0.3225, -0.0247, 0.4760, 0.5125, 0.3860],
  "multiplicity": 1,
  "fmax_ev_per_a": 12.537,
  "charge": -1,
  "homo_lumo_gap_ev": 3.96,
  "homo_ev": -2.05
}

---

[4]
{
  "formula": "C3H3FFeO2",
  "method": "ωB97M-V/def2-TZVPD",
  "elements": ["H", "F", "O", "O", "C", "C", "C", "H", "H", "Fe"],
  "coordinates": [[-0.12552, -1.66388, -0.44023], [-1.46199, 1.41094, -0.41526], [-0.07773, 0.55403, 1.14768], [1.14157, -0.08332, -0.51080], [-1.05195, 0.24481, 0.12237], [-0.18967, -0.58531, -0.81857], [1.06830, 0.05554, 0.77753], [-1.89968, -0.26831, 0.58537], [-0.38891, -0.41282, -1.87959], [2.98559, 0.74833, 1.43149]],
  "nbo_charge": [0.3766, 0.0225, -0.3189, -0.2847, 0.4311, -0.1011, 0.3694, 0.3443, 0.3544, 1.8065],
  "multiplicity": 6,
  "fmax_ev_per_a": 4.853,
  "charge": 3,
  "homo_lumo_gap_ev": [11.47, 6.36],
  "homo_ev": [-28.06, -27.81]
}

---

[5]
{
  "formula": "C3H3FN2O",
  "method": "ωB97M-V/def2-TZVPD",
  "elements": ["C", "C", "C", "N", "N", "O", "F", "H", "H", "H"],
  "coordinates": [[0.70411, 0.76956, 0.03154], [-0.59061, 0.83892, -0.20368], [1.26574, -0.56753, 0.32023], [-1.02682, -1.41380, 0.41117], [-1.43133, -0.38104, -0.14139], [-2.60565, -0.25713, -0.56912], [1.70597, -1.31156, -0.68393], [1.33472, 1.49622, -0.18625], [-1.02733, 1.80392, -0.23891], [1.67120, -0.97755, 1.26034]],
  "nbo_charge": [-0.3255, 0.0309, 0.3960, -0.1914, 0.1985, -0.4849, -0.2914, 0.2335, 0.2300, 0.2043],
  "multiplicity": 1,
  "fmax_ev_per_a": 5.244,
  "e_above_lowest_ev": 7.188,
  "homo_lumo_gap_ev": [8.58, 7.85],
  "homo_ev": [-9.48, -9.03]
}

---

[6]
{
  "formula": "C3H3FN2O",
  "method": "ωB97M-V/def2-TZVPD",
  "elements": ["O", "N", "N", "C", "C", "C", "F", "H", "H", "H"],
  "coordinates": [[-2.16658, -1.24266, -0.41775], [-1.67491, -0.24265, 0.03178], [-1.68958, 0.58302, 0.92542], [-0.61530, 0.72404, -0.13507], [0.82790, 0.52861, 0.03400], [1.33579, -0.69742, 0.09052], [2.67870, -0.94135, 0.19690], [-0.78682, 1.47535, -0.83962], [1.22427, 1.52410, 0.00282], [0.86654, -1.71105, 0.11099]],
  "nbo_charge": [-0.3868, 0.3515, -0.1593, -0.0243, -0.3548, 0.2800, -0.3374, 0.1826, 0.2461, 0.2024],
  "smiles": "[O-][N+]1=N[C@H]1/C=C/F",
  "multiplicity": 1,
  "fmax_ev_per_a": 2.247,
  "e_above_lowest_ev": 5.424,
  "homo_lumo_gap_ev": 10.90,
  "homo_ev": -10.15
}

---

[7]
{
  "formula": "C3H3FN2S",
  "method": "ωB97M-V/def2-TZVPD",
  "elements": ["C", "C", "C", "N", "N", "F", "S", "H", "H", "H"],
  "coordinates": [[-1.31339, -0.91744, 4.69774], [-0.20721, -1.61835, 2.74923], [-0.14826, 0.14754, -0.06381], [-2.04659, -0.18129, 5.20265], [-0.42572, -1.57610, 3.97904], [0.69007, -2.24336, 2.13583], [-1.28866, 0.24650, 1.41165], [-0.19309, 1.13196, -0.39867], [-0.72320, -0.54723, -0.73688], [0.80937, -0.32562, 0.20600]],
  "nbo_charge": [0.4088, 0.7770, -0.7278, -0.3058, -0.5710, -0.2601, 0.0004, 0.2264, 0.2194, 0.2326],
  "multiplicity": 1,
  "fmax_ev_per_a": 5.784,
  "e_above_lowest_ev": 3.917,
  "homo_lumo_gap_ev": [7.74, 7.74],
  "homo_ev": [-9.42, -9.42]
}

---

[8]
{
  "formula": "C3H3FO",
  "method": "ωB97M-V/def2-TZVPD",
  "elements": ["C", "C", "C", "O", "F", "H", "H", "H"],
  "coordinates": [[-1.62792, -0.00194, -0.25222], [-0.20430, 0.12764, -0.46165], [0.29836, -0.99060, 0.45264], [-2.63714, -0.36343, 0.20999], [0.37056, -2.12346, -0.25998], [0.23300, -0.02630, -1.53680], [0.08987, 1.18902, -0.11196], [-0.31418, -1.12547, 1.33201]],
  "nbo_charge": [0.4848, -0.6271, 0.3106, -0.4569, -0.3251, 0.2321, 0.2349, 0.1466],
  "multiplicity": 3,
  "fmax_ev_per_a": 2.651,
  "e_above_lowest_ev": 1.030,
  "homo_lumo_gap_ev": [6.60, 12.24],
  "homo_ev": [-5.85, -12.99]
}